(1)
Density functional theory data (ωB97M-V/def2-TZVPD) for a 2-piece molecular cluster, C34H58F2O4 overall at a distorted geometry.

Structure (ORCA input):
```
! RIJCOSX wB97M-V def2-TZVPD def2/J DEFGRID3
* xyz 0 1
C 6.95999 3.22317 1.60602
C 7.00366 3.40337 -0.04134
C 5.69690 2.57845 -0.64404
C 5.04976 3.27340 -1.98130
C 3.75669 4.20840 -1.57261
C 2.53970 3.86158 -2.64385
C 1.52679 2.77945 -1.87025
C 1.76174 1.24514 -2.41022
C 2.71290 0.32118 -1.43653
C 2.26845 0.32651 0.14839
C 3.24260 -0.67888 1.05198
C 2.97355 -2.27282 0.77880
C 1.37620 -2.71123 0.83894
C 0.83632 -2.79528 -0.72352
C -0.61956 -3.55185 -0.88453
C -1.91892 -2.54314 -0.64808
C -2.39456 -1.78611 -2.02646
C -3.99762 -1.36414 -2.04468
C -4.22663 0.26040 -2.15756
C -5.01757 0.93614 -0.89158
C -4.09636 1.87236 0.08921
C -3.02116 1.05323 1.01682
C -3.55013 -0.38961 1.58820
F -4.64471 -0.31045 2.58246
O -3.41178 2.81728 -0.85485
C -4.37128 3.92186 -1.15386
O -4.39511 4.80154 -2.15988
O -5.43536 3.87606 -0.10170
C -4.85899 3.05986 0.98664
C -3.79882 4.15103 1.68135
C -5.83898 2.60197 2.21798
C -6.80793 3.83633 2.79185
O -7.27253 3.50298 4.16158
H 6.60123 4.24586 2.09108
H 8.02663 3.00367 2.04516
H 6.19514 2.40816 1.96107
H 7.01683 4.52139 -0.38725
H 8.01741 2.90270 -0.42020
H 6.00757 1.47332 -0.90902
H 4.85498 2.48567 0.19570
H 4.65014 2.38942 -2.67488
H 5.84576 3.85586 -2.65322
H 4.10300 5.33125 -1.64349
H 3.41261 4.01774 -0.46068
H 1.93135 4.81898 -2.98059
H 2.94838 3.38295 -3.65560
H 0.43152 3.09353 -2.22620
H 1.54417 2.89070 -0.70402
H 0.70979 0.76867 -2.63820
H 2.32520 1.29595 -3.46068
H 3.83041 0.66562 -1.49789
H 2.70529 -0.81684 -1.79600
H 1.13386 0.02796 0.29878
H 2.40269 1.40247 0.64617
H 4.35272 -0.32614 0.81501
H 3.06156 -0.41130 2.19825
H 3.52335 -2.88599 1.64247
H 3.50531 -2.56381 -0.22724
H 0.78653 -1.88693 1.45720
H 1.27403 -3.75371 1.40654
H 1.63615 -3.41604 -1.31806
H 0.75907 -1.70903 -1.21183
H -0.66054 -3.93773 -2.01285
H -0.75611 -4.47646 -0.14830
H -2.85943 -3.09957 -0.19588
H -1.51004 -1.68313 0.07196
H -2.09376 -2.50155 -2.92669
H -1.68105 -0.83783 -2.14173
H -4.43275 -1.84935 -3.04475
H -4.62213 -1.82739 -1.17007
H -3.18785 0.73503 -2.41119
H -4.90762 0.43498 -3.12131
H -5.90576 1.58696 -1.35183
H -5.55564 0.04552 -0.31058
H -2.09239 0.80628 0.30830
H -2.58186 1.65227 1.92085
H -3.88194 -1.15361 0.76627
H -2.62925 -0.89826 2.15268
H -2.68220 3.80770 1.44755
H -3.95203 4.15410 2.84710
H -3.94038 5.24117 1.27710
H -5.16167 2.17354 3.10258
H -6.53529 1.70285 1.90078
H -7.69773 4.04692 2.03622
H -6.21592 4.85954 2.88142
H -6.50371 3.60112 4.82779
F 2.79080 -5.49570 2.12902
C 2.25070 -6.62676 1.65614
C 3.01752 -7.47046 0.86001
C 2.45718 -8.65076 0.37166
C 1.13141 -8.96907 0.67628
C 0.36832 -8.11324 1.47201
C 0.93240 -6.93871 1.96934
H 4.04292 -7.20264 0.62702
H 3.05074 -9.32095 -0.24517
H 0.69339 -9.88757 0.29148
H -0.66459 -8.36106 1.70436
H 0.35641 -6.26653 2.59667
*
```

Output
LUMO energy: 0.017 Ha
Structure (SMILES): CCCCCCCCCCCCCCCCCCCC[C@@]1(CCF)OC(=O)O[C@@]1(C)CCO.Fc1ccccc1
Maximum force: 9.508 eV/A

***

(2)
Density functional theory data (ωB97M-V/def2-TZVPD) for C15H15BrFeN4O4S4Sb as an isolated structure.

Structure (ORCA input):
```
! RIJCOSX wB97M-V def2-TZVPD def2/J DEFGRID3
* xyz -2 6
Fe -0.97296 0.01892 0.89533
N 1.82168 3.03427 2.15403
C 0.80656 2.13777 1.97336
O 1.03649 1.05772 1.43949
C -0.54713 2.49526 2.52883
C -1.65960 1.87993 1.70765
H 2.63621 2.86595 1.58793
H 1.55261 3.99151 2.29272
H -0.59749 3.58692 2.65111
H -0.55604 2.05007 3.53103
H -1.88111 2.49396 0.83371
H -2.56860 1.71272 2.28240
S -2.36158 -4.20116 2.27931
Sb -2.85446 -1.98000 2.52578
S -2.93699 -1.02667 0.29646
S -0.87118 -0.86311 3.21537
S -4.67802 -1.29480 3.70488
N 2.14116 -3.99753 3.12436
C 2.56966 -4.24748 1.85851
O 3.40983 -5.09011 1.58928
C 1.91980 -3.40505 0.78526
C 1.96312 -3.81792 -0.53769
C 1.22078 -3.11608 -1.47725
C 0.45755 -2.04309 -1.04082
N 0.46350 -1.61868 0.22114
C 1.19674 -2.27069 1.11523
H 2.42342 -4.68046 3.80687
H 1.23840 -3.56528 3.27132
H 2.53337 -4.69994 -0.79833
H 1.19159 -3.41849 -2.51440
H -0.19678 -1.49820 -1.71046
H 1.11163 -1.86671 2.11543
Br -1.95850 0.53492 -6.14186
C -1.23880 1.79362 -4.92474
C -0.89558 3.05837 -5.37494
N -0.38614 3.99366 -4.57877
C -0.20318 3.67678 -3.29636
C -0.51071 2.43250 -2.75955
C -1.04966 1.46548 -3.59342
C -0.24631 2.14140 -1.26989
O 0.15694 3.08365 -0.58818
O -0.53336 0.95269 -0.93896
H -1.04353 3.31487 -6.41874
H 0.21043 4.42961 -2.63752
H -1.31375 0.49891 -3.18490
*
```

Output
Energy above the lowest of the compared OMol25 structures with the same formula, charge and spin: 0.0 kcal per mole
LUMO energy (alpha / beta): 0.138 / 0.138 Ha
Maximum force: 0.806 eV/A

***

(3)
Density functional theory data (ωB97M-V/def2-TZVPD) for one molecule with the formula C16H21Cl2F4O3PS2 at a distorted geometry.

Structure (ORCA input):
```
! RIJCOSX wB97M-V def2-TZVPD def2/J DEFGRID3
* xyz 0 1
C -4.39952 -0.53870 1.46106
C -3.35639 -1.44015 2.13881
S -2.44201 -2.44120 0.92623
C -0.68809 -2.12686 1.31481
C 0.09498 -1.53090 0.14764
P -0.17597 -2.73820 -1.29849
S 0.12255 -4.59345 -0.84571
O 1.50350 -1.75332 0.39074
C 2.16067 -0.77847 -0.33528
O 3.01412 -0.98339 -1.13062
C 1.43754 0.48475 0.09934
Cl 1.81848 1.97722 -0.79679
C 1.77425 0.75271 1.58913
C 3.22962 0.59293 2.05506
C 4.31758 1.11936 1.13359
Cl 3.60247 -1.09342 2.57221
C -0.04741 0.03287 -0.15393
C -0.66007 0.34925 -1.53895
C 0.16343 0.18194 -2.85205
C -0.22959 1.26207 -3.81709
F -1.22334 0.94074 -4.67182
C 0.25971 2.49810 -3.85912
F 1.53601 2.78336 -3.72470
F -0.44850 3.59225 -4.02668
C -0.99839 0.69801 0.87626
C -1.12758 2.20029 0.79458
O -0.48554 3.02141 1.35029
F -2.17478 2.57961 0.01336
H -5.31484 -1.08993 1.24538
H -4.03834 -0.12693 0.51816
H -4.66941 0.29409 2.11341
H -2.66915 -0.82564 2.71793
H -3.88431 -2.12034 2.80439
H -0.25014 -3.10073 1.53254
H -0.61268 -1.53884 2.22819
H 0.75822 -2.27715 -2.23099
H -1.42038 -2.44464 -1.87386
H 1.18108 0.06575 2.19206
H 1.47144 1.76829 1.83715
H 3.30041 1.16329 2.98010
H 4.22308 2.20879 1.09329
H 4.25222 0.75866 0.11033
H 5.30080 0.90939 1.54952
H -1.07000 1.35579 -1.54740
H -1.52667 -0.31214 -1.62668
H -0.11086 -0.75110 -3.34053
H 1.24169 0.25213 -2.71539
H -1.99116 0.28922 0.69279
H -0.74874 0.47322 1.90773
*
```

Output
Energy above the lowest of the compared OMol25 structures with the same formula, charge and spin: 0.0 kcal per mole
LUMO energy: 0.009 Ha
Structure (SMILES): CCSC[C@]1([PH2]=S)OC(=O)[C@](Cl)(C[C@H](C)Cl)[C@]1(CCC(F)=C(F)F)CC(=O)F
Maximum force: 1.332 eV/A

***

(4)
Density functional theory data (ωB97M-V/def2-TZVPD) for C27H40KN3O7PS as an isolated structure.

Structure (ORCA input):
```
! RIJCOSX wB97M-V def2-TZVPD def2/J DEFGRID3
* xyz -2 2
K 0.17540 -2.10844 1.46244
O -1.58460 -2.73356 5.37679
C -1.84095 -2.18120 4.17786
O -1.66881 -1.01583 3.93890
C -2.40594 -3.20573 3.21716
O -2.32802 -2.68613 1.92071
C -2.58826 -3.65366 0.89047
C -1.99815 -3.08192 -0.42640
O -2.76723 -2.41883 -1.15083
O -0.77164 -3.30176 -0.59160
H -1.19862 -2.03153 5.92011
H -3.44765 -3.39239 3.52084
H -1.84251 -4.13914 3.33164
H -3.66978 -3.79616 0.79882
H -2.08697 -4.58917 1.15490
O 0.01830 0.21215 0.77472
P -0.27342 0.80657 -0.57005
C 0.15279 -0.39123 -1.86544
C -0.42353 -0.24881 -3.28164
C 0.45565 0.53679 -4.24871
C 1.88433 -0.00141 -4.26269
C 2.48459 -0.03461 -2.86094
C 1.62184 -0.84096 -1.89764
C 0.60629 2.40174 -0.62968
C 2.02848 2.19559 -0.04403
C 2.96642 3.34110 -0.43476
C 2.20610 4.66085 -0.48283
C 1.16351 4.63753 -1.61542
C 0.68833 3.20985 -1.92493
C -2.09516 0.98804 -0.76162
C -2.79407 1.01544 0.60760
C -2.75306 2.38861 1.26255
C -3.37097 3.44511 0.35147
C -2.66826 3.48119 -1.00258
C -2.63863 2.10461 -1.66481
H -0.40038 -1.23949 -1.42935
H -1.43991 0.15045 -3.26380
H -0.52948 -1.27251 -3.65872
H 0.46791 1.59751 -3.97613
H 0.02455 0.48856 -5.25431
H 2.50873 0.59076 -4.93965
H 1.86962 -1.02231 -4.66447
H 2.61053 0.98861 -2.48897
H 3.49114 -0.45954 -2.88332
H 2.06189 -0.84397 -0.89532
H 1.61395 -1.88770 -2.22400
H 0.04043 3.00497 0.09235
H 2.46333 1.23931 -0.33915
H 1.94792 2.11631 1.04009
H 3.41791 3.14731 -1.41445
H 3.79933 3.37447 0.26894
H 2.88013 5.51225 -0.60967
H 1.70581 4.81177 0.47965
H 1.58899 5.07550 -2.52398
H 0.30357 5.26034 -1.34837
H 1.40034 2.72759 -2.59718
H -0.26033 3.24258 -2.46571
H -2.36932 0.02518 -1.21076
H -2.36069 0.25949 1.25988
H -3.83985 0.72800 0.44071
H -1.71549 2.65371 1.49636
H -3.27596 2.35696 2.22218
H -3.34405 4.43525 0.81706
H -4.43019 3.20102 0.19790
H -1.64902 3.85505 -0.86286
H -3.16126 4.19562 -1.67047
H -2.09530 2.15402 -2.61290
H -3.66733 1.82931 -1.93078
N 3.20793 -3.70514 3.28573
C 1.98120 -4.28759 3.39905
O 0.94931 -3.61771 3.20690
C 1.89702 -5.68833 3.73866
C 0.60308 -6.22705 3.90439
N -0.46134 -6.66354 4.03876
C 3.03979 -6.47885 3.93386
N 4.01258 -7.09590 4.07354
H 4.02371 -4.29312 3.26180
H 3.26943 -2.82138 2.78353
S 4.98646 -0.09209 1.16302
C 3.59756 -0.89834 1.16958
*
```

Output
Energy above the lowest of the compared OMol25 structures with the same formula, charge and spin: 16.1 kcal per mole
LUMO energy (alpha / beta): 0.145 / 0.145 Ha
Maximum force: 0.787 eV/A